Computed, not measured: 12 unconnected molecules or ions with the total composition C22H68N4O12, with ωB97M-V with the def2-TZVPD basis set.

Geometry as XYZ:
```
106
Properties=species:S:1:pos:R:3:forces:R:3:lowdin_charge:R:1
N -0.368057 -2.069604 -2.748170 -4.56 5.17 5.64 0.21
C -0.069057 -2.732604 -3.738170 -3.36 -2.73 -9.29 -0.72
N 1.103943 -3.274604 -3.660170 4.24 -2.54 -0.95 0.14
O -0.850057 -2.825604 -4.830170 2.96 0.42 3.87 -0.10
H -1.193057 -1.448604 -2.792170 0.59 -0.80 -0.13 0.09
H 0.076943 -2.016604 -1.865170 0.88 -0.43 0.37 0.07
H 1.392943 -3.810604 -4.501170 -0.27 0.30 1.40 0.15
H 1.445943 -3.487604 -2.684170 0.06 -0.88 -0.96 0.08
N 1.496943 -3.727604 1.140830 0.11 -3.57 0.32 0.19
C 1.759943 -3.368604 -0.083170 0.64 -5.07 -4.75 -0.57
N 1.961943 -2.089604 -0.170170 0.06 2.78 -4.47 0.20
O 1.825943 -4.285604 -1.150170 -0.57 4.64 4.59 -0.14
H 1.180943 -4.681604 1.282830 0.25 0.40 0.08 0.13
H 1.233943 -3.000604 1.739830 -0.67 0.74 1.40 0.03
H 2.062943 -1.643604 -1.141170 0.61 -0.78 1.71 0.11
H 2.237943 -1.508604 0.573830 0.19 0.38 0.96 0.06
C -1.719057 4.048396 0.684830 1.64 1.12 -0.39 -0.04
C -2.867057 3.113396 0.841830 4.80 -1.78 5.52 -0.64
C -3.503057 3.407396 2.175830 0.25 -1.43 0.29 -0.03
O -3.623057 3.045396 -0.179170 -1.30 3.07 -6.46 0.06
H -1.038057 3.711396 -0.131170 -0.53 0.51 0.47 0.06
H -1.107057 4.142396 1.619830 -0.57 -0.50 -0.73 0.08
H -2.060057 5.091396 0.513830 0.03 -0.56 -0.30 0.10
H -2.434057 2.088396 0.939830 0.40 0.24 0.48 0.13
H -4.505057 3.000396 2.177830 -0.29 -0.25 0.51 0.09
H -3.543057 4.443396 2.324830 -0.28 1.66 0.39 0.06
H -2.853057 2.950396 2.959830 -0.79 0.38 -0.40 0.08
H -4.345057 2.546396 -0.002170 -3.55 -2.33 0.62 0.06
C 5.354943 -0.482604 2.696830 0.18 1.34 1.60 -0.03
C 3.990943 -0.580604 2.026830 0.38 0.27 7.36 -0.68
C 2.874943 0.275396 2.589830 -1.02 0.72 1.42 -0.04
O 4.093943 -0.295604 0.824830 1.11 4.30 -10.45 -0.01
H 5.476943 0.599396 3.033830 0.30 -1.18 -0.44 0.10
H 6.186943 -0.782604 2.014830 -0.83 0.15 0.58 0.10
H 5.324943 -1.092604 3.611830 0.46 0.16 -0.18 0.08
H 3.756943 -1.581604 2.074830 -1.14 -2.64 0.50 0.12
H 2.837943 0.185396 3.671830 -0.37 -0.26 0.25 0.07
H 1.902943 -0.021604 2.150830 0.50 -0.01 0.41 0.06
H 2.902943 1.399396 2.436830 0.75 -1.13 -0.33 0.11
H 4.233943 0.696396 0.779830 -0.11 -1.63 -0.62 0.16
C 2.538943 1.242396 -2.367170 -1.31 0.70 0.86 -0.01
C 2.064943 -0.028604 -3.032170 -4.89 9.56 -4.53 -0.72
C 2.236943 -0.046604 -4.511170 -0.92 1.79 -2.55 -0.03
O 2.584943 -1.054604 -2.684170 5.77 -11.34 6.34 0.01
H 1.791943 2.037396 -2.608170 0.93 -0.32 -0.24 0.09
H 3.546943 1.529396 -2.549170 0.83 0.34 -0.65 0.08
H 2.473943 1.204396 -1.274170 -0.05 -0.48 0.05 0.06
H 0.993943 -0.013604 -2.890170 -1.13 0.16 0.39 0.11
H 1.843943 0.896396 -4.894170 0.10 0.19 -0.52 0.08
H 1.591943 -0.829604 -5.016170 1.07 0.50 0.69 0.10
H 3.312943 -0.094604 -4.767170 -0.58 -0.28 -0.01 0.10
H 2.177943 -1.823604 -3.118170 0.26 -0.37 -0.43 0.08
C -2.043057 2.112396 -3.135170 2.15 -0.31 -0.89 -0.03
C -2.425057 0.735396 -3.565170 -2.27 4.46 -6.46 -0.59
C -1.663057 0.233396 -4.879170 -3.31 3.21 -0.78 0.01
O -2.142057 -0.160604 -2.737170 0.47 -5.99 7.81 -0.05
H -2.684057 2.624396 -2.446170 -0.32 0.19 0.31 0.06
H -1.888057 2.599396 -4.088170 -0.16 1.05 0.10 0.08
H -1.031057 1.922396 -2.732170 -0.16 0.71 0.25 0.08
H -3.549057 0.764396 -3.607170 0.49 -0.02 -1.44 0.16
H -1.855057 0.973396 -5.720170 0.28 -0.75 0.87 0.10
H -2.155057 -0.662604 -5.157170 0.04 -1.10 -0.29 0.06
H -0.622057 0.123396 -4.794170 1.30 -0.25 0.62 0.04
H -2.855057 -0.202604 -2.071170 0.82 -0.32 -0.03 0.15
C -1.627057 -4.590604 -0.929170 -1.60 -1.00 1.81 -0.01
C -1.990057 -3.831604 0.402830 4.40 0.82 -3.09 -0.58
C -1.680057 -2.362604 0.312830 0.98 1.33 0.41 -0.05
O -3.232057 -3.958604 0.725830 -6.76 -0.98 1.93 0.00
H -1.768057 -5.682604 -0.731170 0.09 0.71 -0.17 0.09
H -0.582057 -4.436604 -1.048170 0.83 0.14 -0.76 0.03
H -2.272057 -4.354604 -1.791170 0.49 0.36 0.36 0.09
H -1.363057 -4.239604 1.181830 0.85 -0.29 0.36 0.12
H -0.657057 -2.103604 0.071830 0.58 -0.36 0.40 0.04
H -1.888057 -1.981604 1.314830 0.07 0.43 0.03 0.06
H -2.186057 -1.686604 -0.375170 -0.90 -0.68 -0.26 0.08
H -3.524057 -3.438604 1.512830 0.68 -0.56 -1.00 0.13
C 0.365943 1.690396 4.350830 1.04 1.92 1.39 -0.13
O 0.162943 2.502396 3.183830 -1.17 -1.81 -0.06 -0.12
H 0.084943 0.664396 4.310830 -0.62 -0.68 -1.12 0.06
H -0.109057 2.078396 5.280830 0.06 0.14 -0.75 0.10
H 1.429943 1.675396 4.527830 0.41 -0.09 0.36 0.06
H 0.485943 3.388396 3.279830 0.33 0.48 0.45 0.09
C -0.403057 -2.512604 3.725830 -2.77 -0.67 0.42 -0.15
O 0.401943 -1.944604 2.747830 1.21 -0.68 0.98 -0.13
H -0.398057 -2.050604 4.678830 1.12 0.79 1.27 0.06
H -0.388057 -3.608604 3.959830 0.66 0.77 -1.03 0.11
H -1.445057 -2.248604 3.478830 -0.08 -0.72 -0.29 0.06
H -0.115057 -1.259604 2.350830 -0.39 1.13 -0.94 0.02
C 1.298943 4.527396 -1.076170 -2.48 -1.80 -2.40 -0.22
O 2.625943 4.594396 -1.243170 3.10 -1.43 0.82 -0.07
H 0.776943 4.860396 -2.000170 -0.11 0.18 0.59 0.10
H 1.020943 5.103396 -0.253170 -1.11 0.71 1.55 0.06
H 0.986943 3.442396 -1.032170 0.26 1.06 0.59 0.06
H 2.883943 5.257396 -1.838170 0.41 1.30 -1.14 0.06
C 0.117943 0.857396 0.260830 -0.33 1.07 -0.79 -0.14
O -0.549057 0.425396 1.419830 -0.46 0.33 0.60 -0.14
H 0.372943 -0.005604 -0.276170 0.23 -1.31 -0.93 0.04
H 1.042943 1.347396 0.457830 0.86 0.48 0.62 0.06
H -0.394057 1.547396 -0.462170 -0.39 -0.61 0.95 0.08
H -0.505057 1.133396 2.088830 0.03 0.04 -0.49 0.04
C -3.065057 0.372396 3.950830 1.34 -0.71 0.43 -0.18
O -4.333057 0.895396 4.210830 -0.19 0.08 -1.58 -0.09
H -2.189057 0.862396 4.444830 -0.95 -0.20 0.61 0.07
H -2.775057 0.654396 2.927830 -0.62 -1.00 -0.19 0.06
H -3.053057 -0.742604 4.227830 0.28 1.44 -0.88 0.10
H -4.455057 1.142396 5.100830 0.01 0.30 1.61 0.06
```
Forces are in eV/Å.

Summary:
SMILES = NC(N)=O.NC(N)=O.CC(C)O.CC(C)O.CC(C)O.CC(C)O.CC(C)O.CO.CO.CO.CO.CO
E_tot = -54438.2700 eV
E_LUMO = -0.001 Eh
ΔE to the lowest compared entry with this formula, charge and spin = 157.9 kJ/mol
F_max = 14.22 eV/A



Computed, not measured: 11 unconnected molecules or ions with the total composition C22H70N16O11, with ωB97M-V with the def2-TZVPD basis set.

Geometry as XYZ:
```
119
Properties=species:S:1:pos:R:3:forces:R:3:lowdin_charge:R:1
C -5.325424 -3.321040 0.294374 -1.21 0.89 1.00 -0.09
O -4.913058 -1.992483 0.644511 -0.71 -0.91 -2.17 -0.22
C -3.912332 -1.973103 1.586913 -0.32 2.00 1.75 -0.21
C -3.848588 -0.456181 2.110541 1.19 -1.66 0.52 -0.36
C -2.763005 -0.276699 3.221935 -0.21 0.35 -0.51 -0.07
N -5.170503 -0.039459 2.624114 0.01 0.13 -0.62 0.04
H -6.128470 -3.191667 -0.431222 0.47 -0.23 -0.43 0.09
H -5.834675 -3.736469 1.163955 -0.05 -0.21 0.37 0.08
H -4.569616 -4.065046 0.042754 0.44 0.51 -0.50 0.08
H -4.292734 -2.555360 2.426178 0.63 -0.36 0.45 0.12
H -2.979318 -2.364965 1.181911 0.28 0.15 0.25 0.12
H -3.585290 0.169177 1.257491 0.26 -0.06 -0.23 0.10
H -1.754686 -0.561400 2.921399 -0.17 -0.40 -0.31 0.04
H -2.993482 -0.801865 4.148851 -0.21 -0.14 -0.23 0.07
H -2.646423 0.780030 3.462418 -0.38 0.23 0.02 0.06
H -5.879903 -0.564795 2.133319 -0.13 -0.89 0.08 0.06
H -5.362974 0.833018 2.153107 0.11 0.77 0.47 0.05
C -1.705727 5.216455 -6.487180 0.70 -0.61 1.29 -0.09
O -1.887097 4.193540 -5.501499 -0.45 0.34 0.20 -0.19
C -0.963537 4.329811 -4.430562 0.32 -0.27 -0.57 -0.22
C -1.218998 3.302739 -3.357344 -1.48 -1.36 -0.32 -0.42
C -2.686788 3.298928 -2.955254 -0.95 0.70 0.80 -0.06
N -0.387599 3.339517 -2.143831 -0.67 0.40 -1.11 0.07
H -2.452703 5.074987 -7.268282 0.21 0.19 0.14 0.09
H -0.672595 5.151895 -6.828602 0.07 -0.17 -0.73 0.08
H -1.719483 6.181790 -5.981180 -0.65 0.35 -0.22 0.08
H 0.004992 4.114311 -4.881796 0.64 0.35 0.22 0.12
H -0.973286 5.322517 -3.980500 -0.06 0.38 -0.11 0.13
H -1.148360 2.324841 -3.833614 0.62 -0.27 -0.20 0.12
H -2.876599 2.607610 -2.134186 0.15 -0.49 -0.23 0.05
H -3.410073 3.139815 -3.755029 0.45 -0.45 -0.20 0.09
H -3.039678 4.228794 -2.509257 0.43 0.60 -0.01 0.08
H -0.903922 3.973403 -1.550786 0.28 0.39 0.84 0.03
H 0.502938 3.770563 -2.346929 0.29 0.00 0.08 0.08
C 3.916714 0.908938 0.148134 1.87 0.00 0.37 -0.09
O 4.682596 1.562884 1.173216 -0.39 0.01 -2.12 -0.21
C 4.217878 1.254448 2.468369 1.82 0.11 -2.09 -0.21
C 5.130092 2.080056 3.343489 1.10 1.62 0.06 -0.43
C 6.679676 1.754542 3.542246 -2.17 -1.68 -0.43 -0.03
N 4.512891 2.138219 4.633790 -0.12 -0.09 1.11 0.03
H 4.233272 1.308464 -0.815329 -0.35 0.55 0.07 0.08
H 2.837021 0.938982 0.294600 -0.02 0.05 0.07 0.08
H 4.339375 -0.095136 0.112228 -0.68 -0.74 0.06 0.07
H 3.193770 1.623541 2.413098 -0.36 -0.26 1.20 0.12
H 4.338362 0.175542 2.566128 -0.48 -0.33 0.70 0.13
H 5.079846 3.067906 2.885520 -0.06 0.23 0.08 0.14
H 7.256930 1.724161 2.618146 -0.10 0.35 0.11 0.07
H 6.579654 0.721898 3.876531 0.61 -0.52 0.05 0.06
H 7.181654 2.245132 4.376182 -0.38 0.61 -0.35 0.07
H 3.523293 2.068793 4.444135 -0.43 0.29 0.45 0.05
H 4.743057 1.252794 5.061750 -0.02 -0.23 0.60 0.06
C 4.635097 -2.996134 -1.980422 0.46 0.43 -0.82 -0.12
O 3.492229 -3.699170 -1.635452 -0.72 -0.18 0.03 -0.20
C 3.134486 -3.933358 -0.293797 0.46 0.11 -0.03 -0.18
C 2.001799 -4.965646 -0.342669 0.48 -0.53 -0.50 -0.43
C 0.764809 -4.390637 -1.030788 1.66 0.60 0.00 -0.03
N 1.716067 -5.524761 0.955241 -0.41 -0.45 1.19 0.02
H 4.494599 -1.919667 -2.078294 -0.42 0.29 0.04 0.05
H 4.849632 -3.385327 -2.975710 0.49 0.22 0.00 0.10
H 5.526373 -3.045259 -1.354874 -0.10 -0.79 0.45 0.09
H 4.045137 -4.219299 0.232561 -0.01 -0.83 0.28 0.13
H 2.858250 -3.027066 0.245108 -0.60 0.42 -0.10 0.12
H 2.344171 -5.844183 -0.889527 0.43 0.43 -0.97 0.14
H 1.201176 -4.014311 -1.956026 -0.58 -0.15 -0.45 0.07
H 0.509971 -3.485590 -0.479394 -0.79 -0.26 0.18 0.06
H -0.030308 -5.112825 -1.216091 -0.02 0.28 0.21 0.09
H 1.214007 -6.375346 0.744188 -0.70 -0.15 0.13 0.08
H 2.556202 -5.950658 1.319774 0.54 0.34 0.36 0.09
N 1.239027 -0.207087 -4.466227 -0.93 1.30 -3.49 0.20
C 1.009506 -0.646302 -3.269519 -0.21 -0.92 1.98 -0.68
N 2.159469 -0.920943 -2.687693 2.47 -0.47 1.81 0.20
O -0.094732 -0.823176 -2.741847 0.05 -0.36 -0.22 -0.02
H 0.424293 -0.064651 -5.045891 0.41 0.42 -0.32 0.10
H 2.187924 -0.120229 -4.801144 -0.66 0.05 -0.34 0.13
H 2.988364 -0.644720 -3.194379 -0.01 -0.28 0.56 0.11
H 2.298740 -1.244753 -1.741196 -0.44 0.06 -0.18 0.10
N 1.572554 -0.967184 5.538284 1.75 -0.63 3.88 0.20
C 1.182032 -0.511175 4.394532 -1.69 -0.77 -3.04 -0.73
N 0.575544 0.637157 4.339893 -0.57 3.30 1.85 0.22
O 1.210931 -1.212753 3.395882 1.05 -1.08 -1.67 -0.03
H 1.789169 -0.298412 6.263494 -0.06 -0.47 0.16 0.12
H 1.936153 -1.906718 5.610185 0.01 0.38 -0.17 0.13
H 0.117237 1.046583 3.538384 0.25 -0.39 -0.61 0.08
H 0.508064 1.129472 5.219193 -0.31 0.26 -0.33 0.12
N -3.935224 4.700483 0.672893 -5.15 3.74 0.84 0.18
C -2.812355 4.124403 0.466884 2.28 3.06 -2.09 -0.81
N -2.893998 2.880045 0.622981 0.56 -7.21 0.60 0.21
O -1.850236 4.741869 0.033834 1.61 0.59 -0.01 0.02
H -4.775589 4.194339 0.913121 0.29 0.23 0.04 0.12
H -4.056611 5.643328 0.331712 0.08 -0.20 0.23 0.13
H -3.800221 2.441218 0.543690 0.41 -0.14 0.22 0.12
H -2.090748 2.308037 0.404589 -0.09 -0.01 0.41 0.08
N -1.836104 -0.574994 -4.891772 3.06 -0.80 -2.28 0.16
C -2.957781 -0.125319 -4.372479 -2.44 -0.34 -2.59 -0.80
N -2.967582 -0.122079 -3.090935 0.01 0.47 4.41 0.19
O -3.970446 0.133570 -4.999766 -0.52 0.60 -1.20 0.02
H -1.122657 -0.923963 -4.267822 -0.33 -0.16 -0.07 0.05
H -1.766498 -0.763540 -5.881575 -0.36 0.04 0.30 0.12
H -3.800937 0.315520 -2.724698 0.48 -0.18 0.55 0.13
H -2.081887 -0.234841 -2.618791 -0.49 0.22 0.60 0.08
N 0.108135 -3.465597 2.534200 3.05 2.00 -0.69 0.16
C -1.109385 -3.797046 2.851512 1.62 -1.41 0.05 -0.76
N -1.308850 -5.030769 2.333207 -3.13 -1.29 0.25 0.15
O -1.808321 -3.159336 3.587258 -2.18 0.60 0.66 0.06
H 0.452636 -2.599321 2.922761 0.40 -0.24 0.15 0.04
H 0.729424 -4.174400 2.171293 0.19 0.35 -0.12 0.06
H -0.613642 -5.538361 1.804867 -0.56 0.29 0.08 0.07
H -2.286972 -5.266346 2.421914 0.33 -0.98 -0.39 0.10
N 0.246262 -0.650262 0.758872 1.78 -2.90 1.57 0.20
C -0.069752 0.613370 0.605557 -0.99 1.27 3.00 -0.66
N -0.458176 0.785960 -0.615285 -1.20 1.98 -3.17 0.19
O -0.157062 1.458172 1.558219 0.23 -1.52 -1.43 -0.06
H 0.130074 -1.334364 0.024982 -0.18 0.37 0.12 0.09
H 0.614011 -0.989865 1.636097 -0.02 0.19 0.29 0.06
H -0.774155 1.666600 -0.995710 0.57 0.44 0.05 0.06
H -0.112232 0.144729 -1.314747 -0.41 0.03 0.01 0.04
O 0.822695 3.906368 1.830207 0.72 0.80 0.40 -0.08
H 0.357944 4.166359 1.034823 -0.36 0.09 -0.16 0.00
H 0.591187 2.985784 1.953376 -0.27 -0.42 -0.28 -0.04
```
Forces are in eV/Å.

Summary:
SMILES = COC[C@H](C)N.COC[C@H](C)N.COC[C@H](C)N.COC[C@H](C)N.NC(N)=O.NC(N)=O.NC(N)=O.NC(N)=O.NC(N)=O.NC(N)=O.O
E_tot = -70314.3150 eV
E_LUMO = -0.003 Eh
ΔE to the lowest compared entry with this formula, charge and spin = 391.5 kJ/mol
F_max = 7.25 eV/A